{
  "formula": "C21H59BFN18O10",
  "method": "ωB97M-V with the def2-TZVPD basis set",
  "lumo_energy_ev": [0.4, 0.4],
  "homo_energy_ha": [-0.296, -0.306],
  "total_charge": 0,
  "e_tot_ha": -2698.368592,
  "orbital_gap_ev": [8.51, 8.77],
  "multiplicity": 2,
  "s_squared": 0.75,
  "species": ["C", "N", "C", "B", "O", "C", "C", "C", "F", "C", "C", "C", "C", "N", "O", "C", "C", "C", "C", "H", "H", "H", "H", "H", "H", "H", "H", "H", "H", "H", "H", "H", "H", "H", "H", "H", "H", "H", "H", "H", "H", "H", "H", "H", "H", "H", "C", "O", "N", "N", "H", "H", "H", "H", "C", "O", "N", "N", "H", "H", "H", "H", "C", "O", "N", "N", "H", "H", "H", "H", "C", "O", "N", "N", "H", "H", "H", "H", "C", "O", "N", "N", "H", "H", "H", "H", "C", "O", "N", "N", "H", "H", "H", "H", "C", "O", "N", "N", "H", "H", "H", "H", "C", "O", "N", "N", "H", "H", "H", "H"],
  "coordinates": [[-2.467137, 0.285551, 1.489416], [-1.168806, 0.734453, 2.192870], [-0.439880, 1.526522, 1.127977], [-0.466632, -0.561521, 2.551302], [-1.161303, -1.886586, 2.376638], [1.114735, -0.663795, 3.104214], [1.087853, -1.941148, 4.183853], [-0.018569, -1.762150, 5.379648], [-1.194597, -2.686200, 5.270999], [1.648019, 0.696319, 3.825105], [3.179553, 1.145758, 3.527545], [3.982072, 1.046719, 4.995912], [3.144172, 2.777187, 3.201707], [3.981812, 0.326195, 2.575859], [5.193970, 0.823141, 2.287744], [3.245949, -0.225700, 1.394878], [4.328964, -1.253674, 0.633342], [2.798611, 0.846799, 0.244202], [1.987551, -1.185196, 1.822019], [-2.178543, -0.355607, 0.526838], [-2.978790, 1.269769, 1.048728], [-3.211615, -0.260488, 2.207869], [0.573992, 2.001102, 1.467601], [-1.148483, 2.440437, 0.839428], [-0.258394, 0.936043, 0.122901], [-0.713452, -2.394900, 1.617283], [2.190776, -2.021044, 4.590810], [0.867108, -2.971537, 3.635960], [0.534559, -2.069138, 6.391934], [-0.345652, -0.627690, 5.556352], [1.526136, 0.526711, 5.001268], [0.901359, 1.595387, 3.583786], [3.337297, 1.471509, 5.882767], [4.906811, 1.791154, 4.875380], [4.358800, -0.058984, 5.173647], [2.152713, 3.106471, 2.636758], [3.169077, 3.380357, 4.212252], [4.033263, 3.142493, 2.536091], [4.940792, -1.898460, 1.397826], [5.080967, -0.616632, 0.001415], [3.738354, -1.931656, -0.146383], [1.839523, 0.447728, -0.299871], [2.580330, 1.932298, 0.614013], [3.640285, 0.922634, -0.596215], [2.453137, -2.248012, 2.089083], [1.245961, -1.403277, 0.912289], [-4.873871, 1.792388, -1.388370], [-3.891518, 2.338285, -0.911406], [-6.103057, 2.337023, -1.341626], [-4.815270, 0.597359, -2.003275], [-6.923945, 1.902881, -1.728672], [-6.191181, 3.236674, -0.887303], [-3.908361, 0.152722, -2.060183], [-5.613128, 0.132116, -2.402055], [-6.402178, -1.058154, 1.624043], [-5.336676, -1.640133, 1.495502], [-7.408220, -1.540432, 2.375705], [-6.665783, 0.117397, 1.025522], [-8.292718, -1.075810, 2.493734], [-7.250983, -2.423423, 2.843842], [-5.934920, 0.515414, 0.450332], [-7.537008, 0.611581, 1.119358], [-0.019784, 0.021923, -3.820545], [-0.920960, -0.283269, -4.585566], [1.277830, -0.193316, -4.102637], [-0.243555, 0.600641, -2.626959], [2.033938, 0.051024, -3.485595], [1.490054, -0.627167, -4.991615], [-1.206879, 0.780248, -2.375624], [0.485335, 0.859083, -1.983542], [-0.095067, -4.025175, -0.675824], [-0.239184, -2.953474, -0.109076], [0.848969, -4.914981, -0.319806], [-0.867204, -4.412290, -1.707126], [0.983082, -5.802453, -0.774284], [1.451890, -4.662603, 0.452424], [-1.590338, -3.771498, -2.006938], [-0.763707, -5.290707, -2.186424], [1.576709, -2.624626, -7.548356], [1.432592, -1.552925, -6.981607], [2.520744, -3.514431, -7.192337], [0.804571, -3.011741, -8.579657], [2.654857, -4.401903, -7.646814], [3.123666, -3.262054, -6.420107], [0.081437, -2.370949, -8.879468], [0.908068, -3.890158, -9.058955], [-5.132747, -1.287370, -5.087217], [-5.223987, -0.748127, -3.995701], [-6.206801, -1.662996, -5.804866], [-3.950114, -1.554375, -5.670075], [-6.151871, -2.108224, -6.705365], [-7.116688, -1.480157, -5.402096], [-3.116245, -1.287671, -5.163168], [-3.854865, -1.997716, -6.568091], [4.405852, 2.413405, -4.278140], [4.298134, 1.242686, -4.607273], [5.158001, 2.809483, -3.235498], [3.782037, 3.412205, -4.928439], [5.259105, 3.768613, -2.949160], [5.644777, 2.088739, -2.718654], [3.205561, 3.157226, -5.719694], [3.858488, 4.382055, -4.672312], [2.200489, 4.604937, 6.723119], [3.101410, 4.274330, 5.968429], [0.929381, 4.195129, 6.561732], [2.398031, 5.408694, 7.783586], [0.173962, 4.456608, 7.172560], [0.737445, 3.588424, 5.775208], [3.340883, 5.739770, 7.941193], [1.668869, 5.691911, 8.416173]],
  "forces_ev_per_angstrom": [[-0.930, 1.209, -0.998], [0.166, -2.746, -1.954], [-0.063, 1.760, -0.510], [-0.271, -1.212, -0.320], [2.261, 2.419, -0.905], [-0.730, -1.000, 0.233], [0.015, 0.020, -0.485], [1.167, -0.400, 1.382], [2.556, 2.244, 0.055], [-0.827, -0.410, 0.348], [-0.192, 1.935, 3.177], [0.851, 0.779, -0.860], [-0.200, 0.474, -0.431], [0.298, 1.921, -1.619], [-2.658, -1.256, 0.847], [0.179, -2.283, -2.239], [-0.210, 0.436, -0.566], [0.263, 0.349, -0.828], [0.268, -0.430, 0.275], [-0.871, 1.025, 2.155], [0.946, -2.119, 1.084], [1.692, 0.884, -1.570], [-1.923, -1.170, -0.424], [1.517, -1.934, 0.543], [-0.392, 0.874, 1.995], [-0.837, 0.897, 1.351], [-2.213, 0.148, -0.329], [0.293, 2.350, 1.086], [-1.454, 0.483, -2.115], [0.185, -2.629, -0.799], [0.401, 0.371, -2.536], [1.735, -2.002, 0.350], [1.156, -0.998, -1.899], [-1.815, -1.905, 0.450], [-0.846, 2.296, -0.233], [1.959, -0.872, 1.090], [-0.054, -1.417, -2.101], [-1.467, -0.953, 1.305], [-1.387, 1.204, -1.429], [-1.346, -1.222, 1.362], [1.152, 1.342, 1.826], [1.848, 0.686, 1.184], [0.448, -2.126, -0.492], [-1.701, -0.101, 1.946], [-0.909, 2.210, -0.434], [1.940, 0.655, 1.721], [1.020, -0.823, -0.396], [0.301, 0.501, 0.268], [-1.507, 1.181, 0.490], [0.270, -0.019, 0.782], [0.215, 0.054, -0.017], [0.026, -0.337, -0.226], [-0.491, 0.095, -0.115], [0.378, 0.101, -0.068], [0.963, -0.352, -0.206], [-0.149, -0.005, 0.022], [-0.992, -0.977, 1.011], [0.081, 1.163, -0.801], [0.201, -0.086, -0.021], [-0.070, 0.370, -0.173], [-0.255, -0.097, 0.203], [0.207, -0.087, 0.015], [0.382, -0.177, -0.205], [-0.737, -0.243, -0.292], [0.750, -0.414, -0.517], [-0.847, 0.567, 1.091], [-0.076, 0.067, -0.162], [0.027, 0.111, 0.017], [0.358, 0.058, 0.024], [-0.118, -0.037, -0.173], [-0.125, 0.002, -0.055], [-0.022, 0.381, 0.205], [1.089, -0.504, 0.729], [-0.902, 0.165, -0.827], [-0.049, 0.189, 0.092], [-0.202, -0.135, -0.287], [0.235, -0.225, 0.077], [0.006, 0.193, 0.118], [-0.034, 0.740, 0.477], [0.015, 0.001, 0.007], [1.127, -0.699, 0.721], [-1.109, -0.020, -1.105], [-0.027, 0.192, 0.086], [-0.205, -0.106, -0.313], [0.295, -0.255, 0.112], [0.001, 0.190, 0.101], [0.424, -0.033, -0.035], [-0.247, -0.454, -0.387], [-1.569, -0.203, -0.376], [1.005, -0.081, 0.053], [0.013, 0.112, 0.194], [0.356, -0.106, -0.217], [0.104, 0.096, -0.187], [-0.049, 0.130, 0.198], [-0.092, -0.626, -0.225], [-0.032, -0.180, 0.054], [0.919, -0.028, 1.203], [-0.808, 0.725, -0.989], [-0.031, -0.196, -0.044], [-0.169, 0.319, -0.174], [0.185, 0.104, 0.316], [-0.019, -0.206, -0.034], [0.331, -0.161, -0.352], [0.152, 0.116, 0.206], [-1.112, -0.672, -0.540], [0.695, 0.871, 0.994], [0.154, -0.055, -0.129], [0.005, 0.211, 0.273], [-0.383, -0.120, -0.041], [0.140, -0.067, -0.138]]
}

***

{
  "formula": "C19H39ClN2O8S",
  "method": "ωB97M-V with the def2-TZVPD basis set",
  "relative_energy_kcal_mol": 0.0,
  "lumo_energy_ev": 0.1,
  "homo_energy_ha": -0.306,
  "total_charge": 0,
  "e_tot_ha": -2316.982826,
  "orbital_gap_ev": 8.47,
  "smiles": "CC[C@H]1OC(=O)O[C@@]1(S)CC(=O)Cl.COCCNCCOC.COCCNCCOC",
  "species": ["C", "C", "C", "O", "C", "O", "O", "C", "S", "C", "C", "O", "Cl", "H", "H", "H", "H", "H", "H", "H", "H", "H", "C", "O", "C", "C", "N", "C", "C", "O", "C", "H", "H", "H", "H", "H", "H", "H", "H", "H", "H", "H", "H", "H", "H", "H", "C", "O", "C", "C", "N", "C", "C", "O", "C", "H", "H", "H", "H", "H", "H", "H", "H", "H", "H", "H", "H", "H", "H", "H"],
  "coordinates": [[1.284284, 3.607852, 5.478654], [0.525110, 4.825848, 6.244451], [-0.811689, 5.310610, 5.514883], [-0.598357, 5.831212, 4.173638], [-1.141032, 4.899114, 3.241351], [-0.705553, 4.693303, 2.102145], [-2.252111, 4.192175, 3.819729], [-2.002514, 4.279707, 5.238098], [-3.529874, 5.126095, 5.914502], [-2.025530, 2.845430, 5.967647], [-2.034402, 1.657799, 4.863215], [-1.047517, 0.939986, 4.607282], [-3.578031, 1.255024, 3.923363], [1.795733, 3.951106, 4.511188], [2.145206, 3.303740, 6.187162], [0.611748, 2.700679, 5.330126], [0.393971, 4.624043, 7.369285], [1.264226, 5.714155, 6.181093], [-1.141813, 6.223815, 6.109486], [-3.192151, 6.046324, 6.899452], [-3.049391, 2.758083, 6.489971], [-1.228732, 2.695592, 6.765991], [-3.898862, -2.877015, -2.694346], [-2.495272, -2.749069, -2.529570], [-2.034188, -1.404246, -2.674618], [-1.506097, -0.876897, -1.341204], [-2.595095, -0.666860, -0.387599], [-2.134847, -0.392989, 0.976022], [-1.394092, -1.522953, 1.706292], [-2.211715, -2.652677, 1.996889], [-2.281989, -3.614090, 0.955369], [-4.146910, -3.939449, -2.679964], [-4.433449, -2.387999, -1.875241], [-4.219109, -2.458233, -3.653183], [-2.807713, -0.745480, -3.087416], [-1.207189, -1.430241, -3.390571], [-0.983932, 0.070090, -1.508729], [-0.783878, -1.606895, -0.957719], [-3.178792, -1.497235, -0.367007], [-3.024947, -0.143252, 1.560625], [-1.504934, 0.504030, 0.966778], [-1.082349, -1.126543, 2.678247], [-0.472280, -1.824107, 1.196124], [-1.362847, -3.659382, 0.364800], [-3.139502, -3.410444, 0.310791], [-2.445805, -4.592934, 1.412611], [1.945548, -1.899193, -1.742700], [1.477033, -1.399488, -2.986827], [2.055535, -0.141221, -3.335958], [2.955683, -0.292454, -4.561794], [4.167498, -1.044403, -4.236700], [4.952304, -1.428367, -5.411999], [4.310935, -2.424579, -6.389884], [4.124206, -3.725986, -5.844181], [2.902462, -3.902847, -5.142875], [1.375965, -2.797788, -1.500041], [3.003202, -2.169652, -1.805318], [1.793050, -1.165398, -0.945267], [2.595682, 0.311078, -2.495797], [1.226914, 0.526560, -3.592241], [3.233345, 0.699459, -4.930658], [2.374301, -0.800665, -5.340276], [3.906266, -1.888896, -3.737434], [5.877139, -1.876253, -5.036006], [5.242430, -0.523464, -5.958186], [5.009885, -2.551837, -7.223312], [3.383279, -2.045890, -6.832463], [2.094535, -3.287458, -5.547707], [3.043815, -3.695504, -4.080244], [2.613198, -4.952572, -5.232225]],
  "forces_ev_per_angstrom": [[0.490, 0.349, 1.198], [1.075, -0.070, -1.431], [0.449, 0.509, 0.645], [-0.599, -2.580, -1.135], [1.335, -0.305, -2.396], [-2.039, 1.087, 4.507], [3.323, 1.212, 0.630], [-1.025, 0.546, 2.280], [-0.894, 0.664, 0.203], [-1.453, -0.883, -0.898], [3.580, -2.286, -0.509], [-3.821, 3.069, 1.189], [1.173, 0.857, 1.306], [-1.131, -0.489, 1.317], [-1.347, 0.267, -1.181], [0.991, 1.215, -0.026], [-0.229, 0.159, -1.809], [-1.361, -1.217, 0.171], [0.048, -1.411, -0.777], [0.476, -0.920, -0.930], [1.721, 0.108, -0.841], [-0.773, 0.133, -1.464], [0.273, -0.155, 0.075], [-0.413, 0.197, -0.090], [0.590, -0.003, 0.148], [-0.540, -0.247, -0.116], [0.242, 0.011, -0.049], [-0.264, -0.273, -0.062], [-0.154, 0.401, 0.411], [0.378, 0.037, -0.330], [-0.264, -0.057, 0.357], [0.111, 0.045, 0.006], [-0.159, 0.096, -0.090], [-0.077, 0.041, 0.054], [-0.070, -0.126, 0.199], [0.010, 0.027, 0.068], [-0.007, -0.002, 0.033], [0.176, 0.022, -0.187], [0.087, 0.140, -0.029], [0.165, -0.049, 0.026], [0.023, -0.082, -0.033], [-0.067, -0.018, -0.042], [-0.090, -0.121, -0.160], [-0.054, 0.101, -0.047], [0.102, -0.081, -0.242], [0.043, 0.079, 0.036], [-0.162, -0.085, -0.217], [0.269, 0.095, 0.380], [-0.138, 0.028, -0.556], [0.028, -0.295, 0.470], [-0.136, 0.102, -0.176], [-0.067, -0.241, 0.233], [0.500, -0.017, -0.080], [-0.291, 0.385, -0.142], [0.251, -0.334, 0.021], [-0.029, 0.065, -0.112], [0.076, 0.069, 0.165], [0.088, -0.019, 0.029], [0.038, -0.198, -0.063], [0.034, 0.023, 0.002], [0.031, -0.032, 0.002], [-0.186, 0.174, -0.048], [0.038, 0.150, -0.061], [-0.024, -0.021, -0.127], [-0.111, -0.031, 0.007], [-0.021, -0.025, 0.062], [-0.109, -0.032, 0.168], [0.067, 0.073, 0.063], [-0.234, 0.102, 0.059], [0.058, 0.064, -0.059]]
}

***

{
  "formula": "C4H10O2",
  "method": "ωB97M-V with the def2-TZVPD basis set",
  "relative_energy_kcal_mol": 104.6,
  "lumo_energy_ev": 0.5,
  "homo_energy_ha": -0.354,
  "total_charge": 0,
  "e_tot_ha": -308.731528,
  "orbital_gap_ev": 10.15,
  "species": ["C", "C", "C", "O", "C", "O", "H", "H", "H", "H", "H", "H", "H", "H", "H", "H"],
  "coordinates": [[-2.126629, -0.605030, 0.085410], [-0.942354, 0.330591, 0.311079], [0.362312, -0.266842, -0.177648], [0.297322, -0.473783, -1.567465], [1.575604, 0.652733, -0.016899], [2.703907, 0.204425, -0.554880], [-3.058877, -0.150233, 0.434818], [-2.229699, -0.836353, -0.978326], [-1.990474, -1.549917, 0.624498], [-1.106461, 1.278631, -0.217405], [-0.840841, 0.566255, 1.380203], [0.576161, -1.210199, 0.354202], [1.216540, -0.654095, -1.835688], [1.736585, 0.622966, 1.392233], [1.348108, 1.733679, -0.082190], [2.478796, 0.357176, 0.848060]],
  "forces_ev_per_angstrom": [[-0.051, -0.051, -0.002], [0.031, 0.081, 0.020], [-0.083, 0.027, 0.265], [0.167, -0.098, -0.104], [-0.161, 0.106, 0.138], [0.101, 0.030, -0.122], [0.137, -0.066, -0.061], [-0.007, 0.033, 0.155], [-0.009, 0.135, -0.072], [0.024, -0.121, 0.065], [-0.006, -0.031, -0.140], [-0.030, 0.111, -0.109], [-0.159, 0.019, -0.064], [-0.043, 0.011, -0.130], [0.029, -0.167, -0.015], [0.059, -0.020, 0.176]]
}